(1)
{
  "formula": "C34H64NO5S",
  "method": "the ωB97M-V functional and the def2-TZVPD basis",
  "symbols": ["C", "C", "C", "C", "C", "C", "C", "C", "C", "C", "C", "C", "C", "C", "C", "C", "C", "N", "C", "C", "C", "O", "C", "C", "C", "C", "C", "C", "S", "H", "H", "H", "H", "H", "H", "H", "H", "H", "H", "H", "H", "H", "H", "H", "H", "H", "H", "H", "H", "H", "H", "H", "H", "H", "H", "H", "H", "H", "H", "H", "H", "H", "H", "H", "H", "H", "H", "H", "H", "H", "H", "H", "H", "H", "H", "H", "H", "O", "C", "O", "C", "C", "C", "H", "H", "H", "H", "H", "H", "H", "H", "O", "C", "O", "C", "C", "C", "H", "H", "H", "H", "H", "H", "H", "H"],
  "xyz": [[5.5366, -3.0012, -0.6490], [4.7765, -2.1020, -1.6077], [5.3410, -0.6916, -1.6826], [4.7299, 0.1456, -2.8110], [4.4683, 1.5944, -2.4134], [3.1947, 1.7226, -1.5732], [1.9404, 2.0984, -2.3603], [0.8756, 2.8140, -1.5367], [0.4250, 1.9637, -0.3591], [-0.8182, 2.4148, 0.4028], [-2.0004, 2.7934, -0.4722], [-3.2970, 2.9784, 0.3266], [-4.5792, 2.5822, -0.4217], [-5.0285, 1.1067, -0.3244], [-4.0213, 0.0531, -0.7187], [-3.0168, -0.2406, 0.2184], [-2.0408, -1.1530, -0.0728], [-2.1053, -1.8136, -1.2390], [-3.0922, -1.6605, -2.1476], [-2.9581, -2.5725, -3.3235], [-2.5333, -3.9870, -2.9437], [-1.1304, -3.9920, -2.7593], [-0.5871, -4.8554, -1.7646], [0.6296, -4.2157, -1.1394], [-4.0777, -0.6926, -1.9192], [-5.1876, -0.5614, -2.9322], [-4.9199, 0.2872, -4.1988], [-3.7005, 1.1899, -4.2205], [-2.2052, 0.3172, -4.7609], [4.9967, -3.9227, -0.4477], [5.7034, -2.5145, 0.3085], [6.5051, -3.2711, -1.0631], [3.7232, -2.0472, -1.3177], [4.7898, -2.5286, -2.6126], [6.4183, -0.7551, -1.8358], [5.1912, -0.1907, -0.7249], [5.3861, 0.1197, -3.6798], [3.7885, -0.3085, -3.1298], [4.3884, 2.2148, -3.3057], [5.3241, 1.9712, -1.8551], [3.0263, 0.7448, -1.1198], [3.3340, 2.4463, -0.7713], [1.4860, 1.1880, -2.7649], [2.2019, 2.7073, -3.2256], [0.0420, 3.0614, -2.1940], [1.2683, 3.7680, -1.1798], [0.2768, 0.9347, -0.7078], [1.2523, 1.9277, 0.3487], [-0.5729, 3.2053, 1.1094], [-1.1254, 1.5776, 1.0236], [-2.1304, 1.9929, -1.2028], [-1.7949, 3.7028, -1.0346], [-3.2314, 2.4285, 1.2645], [-3.3867, 4.0277, 0.5976], [-5.4119, 3.1645, -0.0335], [-4.4789, 2.8632, -1.4660], [-5.3224, 0.9038, 0.7035], [-5.9237, 0.9940, -0.9282], [-2.9848, 0.2675, 1.1671], [-1.2171, -1.3798, 0.5836], [-1.3672, -2.4713, -1.4779], [-2.1903, -2.1464, -3.9706], [-3.8673, -2.6104, -3.9108], [-3.0211, -4.3242, -2.0263], [-2.8355, -4.6673, -3.7386], [-1.3545, -5.0710, -1.0161], [-0.3243, -5.8089, -2.2216], [1.2521, -4.9595, -0.6533], [1.2149, -3.7059, -1.9001], [0.3584, -3.4791, -0.3800], [-5.4421, -1.5630, -3.2631], [-6.0811, -0.1980, -2.4386], [-5.7843, 0.9300, -4.3522], [-4.8794, -0.3695, -5.0643], [-3.8722, 1.9966, -4.9266], [-3.5150, 1.6433, -3.2586], [-1.3773, 0.7839, -3.8241], [5.4526, -4.6492, 2.3152], [4.8068, -3.9763, 3.0657], [4.8717, -2.6319, 2.9304], [4.0736, -1.7349, 3.7063], [4.6902, -1.4307, 5.0551], [3.9828, -4.5802, 4.1808], [3.0538, -2.1120, 3.7986], [4.0280, -0.8316, 3.0996], [4.7620, -2.3232, 5.6763], [4.0879, -0.6934, 5.5860], [5.6942, -1.0294, 4.9234], [4.6493, -4.7808, 5.0189], [3.5895, -5.5290, 3.8273], [3.1620, -3.9610, 4.5314], [-1.3180, 1.5499, 3.5590], [-1.6792, 2.5123, 4.1859], [-1.3479, 3.7248, 3.7123], [-1.7966, 4.9484, 4.3177], [-0.9187, 5.3733, 5.4737], [-2.4292, 2.3852, 5.4896], [-2.8453, 4.8661, 4.6035], [-1.7395, 5.6744, 3.5093], [-0.9461, 4.6516, 6.2901], [-1.2523, 6.3359, 5.8598], [0.1145, 5.4719, 5.1431], [-1.6993, 2.2141, 6.2803], [-3.0705, 1.5106, 5.4267], [-3.0302, 3.2497, 5.7544]],
  "lowdin_charge": [-0.108, -0.282, -0.228, -0.217, -0.209, -0.213, -0.216, -0.218, -0.207, -0.208, -0.205, -0.186, -0.163, -0.114, -0.098, 0.015, 0.001, 0.169, -0.141, -0.101, -0.186, -0.168, -0.256, -0.059, -0.082, -0.119, -0.228, -0.524, 0.798, 0.063, 0.061, 0.078, 0.094, 0.108, 0.117, 0.109, 0.110, 0.105, 0.104, 0.110, 0.103, 0.112, 0.105, 0.110, 0.097, 0.123, 0.104, 0.112, 0.115, 0.071, 0.093, 0.117, 0.095, 0.115, 0.114, 0.105, 0.130, 0.104, 0.120, 0.144, 0.136, 0.079, 0.120, 0.128, 0.134, 0.118, 0.126, 0.087, 0.085, 0.062, 0.110, 0.105, 0.114, 0.103, 0.072, 0.047, -0.150, 0.111, -0.525, -0.014, -0.242, -0.060, 0.015, 0.108, 0.121, 0.071, 0.082, 0.086, 0.098, 0.090, 0.067, 0.082, -0.528, -0.011, -0.228, -0.057, 0.020, 0.112, 0.124, 0.072, 0.086, 0.086, 0.101, 0.091, 0.072],
  "homo_lumo_gap_ev": 8.40,
  "max_force_ev_per_a": 0.78,
  "total_energy_ha": -2162.84601,
  "e_homo_ev": -11.70,
  "charge": 1
}

---

(2)
{
  "formula": "C34H64O10",
  "method": "the ωB97M-V functional and the def2-TZVPD basis",
  "symbols": ["C", "O", "H", "H", "H", "H", "C", "O", "H", "H", "H", "H", "C", "O", "H", "H", "H", "H", "C", "O", "H", "H", "H", "H", "C", "O", "H", "H", "H", "H", "C", "O", "H", "H", "H", "H", "C", "O", "H", "H", "H", "H", "C", "O", "H", "H", "H", "H", "C", "O", "H", "H", "H", "H", "C", "O", "H", "H", "H", "H", "C", "C", "C", "C", "C", "C", "H", "H", "H", "H", "H", "H", "C", "C", "C", "C", "C", "C", "H", "H", "H", "H", "H", "H", "C", "C", "C", "C", "C", "C", "H", "H", "H", "H", "H", "H", "C", "C", "C", "C", "C", "C", "H", "H", "H", "H", "H", "H"],
  "xyz": [[-8.3788, -19.6828, 10.5453], [-7.8035, -21.0024, 10.6940], [-9.1141, -19.6514, 9.7595], [-8.8508, -19.4004, 11.4767], [-7.6034, -18.9308, 10.3895], [-7.7800, -21.3629, 9.8068], [-6.6366, -17.0554, 4.1220], [-5.5688, -17.5159, 3.2818], [-6.2214, -16.5824, 5.0404], [-7.2789, -16.3037, 3.6412], [-7.3165, -17.8871, 4.3960], [-4.7984, -16.9837, 3.5795], [-4.9849, -20.1024, 1.6193], [-4.9903, -20.1880, 3.0278], [-3.9645, -19.9631, 1.3052], [-5.3784, -21.0419, 1.2323], [-5.6285, -19.2781, 1.2823], [-5.1130, -19.2528, 3.3216], [-2.6328, -19.3955, 10.1797], [-3.6547, -18.8198, 11.0204], [-2.1215, -18.4632, 9.7513], [-1.9897, -20.1191, 10.7196], [-3.0818, -19.8525, 9.3121], [-4.1996, -19.5918, 11.3625], [-1.9595, -16.5711, 5.3041], [-3.2330, -16.9976, 4.6776], [-1.2865, -17.4466, 5.2813], [-1.5424, -15.8441, 4.6101], [-2.1827, -16.0882, 6.2374], [-3.2897, -17.9152, 4.9815], [-8.7334, -20.0578, 2.3769], [-8.0710, -20.9453, 3.2763], [-8.6740, -18.9493, 2.5842], [-8.3182, -20.1748, 1.3601], [-9.7721, -20.4143, 2.3459], [-7.1003, -20.9114, 3.2671], [-3.9998, -23.6168, 4.0577], [-3.5183, -22.3570, 4.4077], [-4.5795, -24.0526, 4.8512], [-4.7025, -23.5491, 3.2201], [-3.0851, -24.3258, 3.9083], [-3.3918, -21.8801, 3.5707], [-1.8336, -20.3939, 6.5817], [-2.7061, -19.5513, 5.8131], [-1.2808, -21.0606, 5.8532], [-1.1482, -19.7399, 7.1326], [-2.2961, -21.1277, 7.2519], [-3.2924, -20.1605, 5.3062], [-3.8077, -16.1400, 8.9752], [-4.8265, -17.1422, 9.0570], [-3.9766, -15.4931, 8.1108], [-3.8643, -15.4986, 9.8771], [-2.8157, -16.5292, 8.8076], [-4.5907, -17.7405, 9.8166], [-5.5167, -20.8590, 13.2543], [-5.2974, -20.6747, 11.8237], [-4.5477, -20.6569, 13.6657], [-6.2519, -20.1247, 13.6901], [-5.8605, -21.8691, 13.4673], [-6.1769, -20.8742, 11.4072], [-10.2179, -23.6293, 8.1669], [-10.4622, -23.8844, 6.7926], [-11.7032, -23.7790, 6.2645], [-12.7624, -23.3962, 7.0580], [-12.5407, -23.2077, 8.3820], [-11.3160, -23.3301, 8.9540], [-9.1815, -23.7502, 8.5745], [-9.6794, -24.3221, 6.1520], [-11.8808, -24.0468, 5.2033], [-13.7371, -23.3106, 6.6966], [-13.3828, -23.0233, 9.0215], [-11.1545, -23.2484, 10.0441], [-3.2258, -24.4657, 9.7153], [-3.7478, -24.5913, 10.9859], [-4.8987, -25.3389, 11.2896], [-5.5837, -25.8539, 10.1488], [-5.0376, -25.8367, 8.8907], [-3.8137, -25.1305, 8.6495], [-2.3073, -23.8551, 9.5981], [-3.2910, -24.0837, 11.8223], [-5.2986, -25.3082, 12.2587], [-6.6122, -26.1944, 10.2875], [-5.5740, -26.3017, 8.1197], [-3.4106, -25.1752, 7.6643], [-6.5572, -22.4508, 6.1537], [-6.5038, -21.0381, 6.1581], [-6.0624, -20.3142, 7.2688], [-5.5943, -21.0230, 8.3633], [-5.6674, -22.4319, 8.3832], [-6.1711, -23.1336, 7.3010], [-6.9166, -23.0277, 5.3036], [-6.9508, -20.4564, 5.3684], [-5.9655, -19.2522, 7.2777], [-5.2732, -20.4127, 9.2368], [-5.4001, -22.9795, 9.2871], [-6.2629, -24.2052, 7.3424], [-10.1196, -17.2324, 7.9501], [-9.5954, -18.0010, 6.9202], [-10.1055, -19.2598, 6.6597], [-11.0678, -19.8300, 7.4962], [-11.5365, -19.1163, 8.5736], [-11.0977, -17.8033, 8.8143], [-9.9300, -16.1504, 8.0285], [-8.8486, -17.6048, 6.2003], [-9.6748, -19.7789, 5.8397], [-11.4422, -20.8331, 7.2863], [-12.3154, -19.5326, 9.2318], [-11.4368, -17.2094, 9.7089]],
  "lowdin_charge": [-0.086, -0.137, 0.057, 0.081, 0.085, 0.059, -0.127, -0.152, 0.094, 0.080, 0.060, 0.063, -0.149, -0.169, 0.075, 0.081, 0.083, 0.049, -0.133, -0.185, 0.092, 0.089, 0.038, 0.031, -0.076, -0.167, 0.084, 0.074, 0.058, 0.031, -0.156, -0.152, 0.081, 0.072, 0.080, 0.039, -0.173, -0.137, 0.045, 0.083, 0.111, 0.072, -0.134, -0.158, 0.091, 0.080, 0.069, 0.072, -0.165, -0.157, 0.068, 0.087, 0.049, 0.045, -0.091, -0.179, 0.071, 0.098, 0.076, 0.050, -0.074, -0.102, -0.113, -0.103, -0.134, -0.115, 0.109, 0.107, 0.118, 0.090, 0.104, 0.116, -0.116, -0.112, -0.055, -0.096, -0.113, -0.079, 0.116, 0.097, 0.080, 0.103, 0.082, 0.094, -0.074, -0.067, -0.071, -0.088, -0.077, -0.103, 0.105, 0.070, 0.095, 0.097, 0.091, 0.080, -0.093, -0.101, -0.082, -0.088, -0.121, -0.096, 0.104, 0.097, 0.086, 0.088, 0.108, 0.114],
  "homo_lumo_gap_ev": 9.53,
  "max_force_ev_per_a": 3.80,
  "total_energy_ha": -2086.12643,
  "e_homo_ev": -8.86
}